Formula: C5H9NOS
Source: OMol25
Level of theory: ωB97M-V with the def2-TZVPD basis set

Last column: natural (NBO) charge in e.
Atoms and positions in Å:
C 1.358979 0.152717 -0.290154  0.664
C 0.337671 0.004706 0.812467  -0.394
C -0.438185 1.230921 0.656897  -0.429
C -1.288316 1.137360 -0.623274  -0.473
C -0.599440 -1.209082 0.584189  -0.456
H 2.429846 -1.184647 -1.515254  0.383
H 1.101911 -2.528331 -0.827262  0.285
H 0.519893 0.011121 1.843205  0.262
H -0.952319 1.633462 1.502614  0.219
H 0.150715 2.116334 0.388455  0.251
H -2.393765 1.504507 -0.558879  0.235
H -0.732326 1.426918 -1.451372  0.225
H -0.123236 -2.081568 0.318265  0.198
H -1.138516 -1.603646 1.471926  0.221
N 2.111157 -1.037543 -0.425017  -0.727
O 1.387189 1.114659 -1.039002  -0.551
S -1.731254 -0.687891 -0.847804  0.087

Atoms 1-3, force components in eV/Å:
C -0.2095 -1.9097 -0.9226
C -1.3395 -0.2360 -0.4484
C -2.0420 3.2006 -1.6290

The value obtained for the lowest unoccupied orbital energy is -1.94 eV. The relative energy (zero: lowest compared OMol25 entry of this formula, charge and spin) is 135.4 kcal/mol. The HOMO energy is -8.593 eV. The value obtained for the total energy is -19698.432 eV. The HOMO-LUMO gap comes out at 6.66 eV. The charge is 0.